[1]
# C44H51AuGeN2O2SSb2Se

A molecular structure, C44H51AuGeN2O2SSb2Se (the ωB97M-V functional and the def2-TZVPD basis, the Open Molecules 2025 dataset).

Element x y z (Å)
H -0.027 0.814 -4.672
H -3.598 0.670 -3.019
N 2.441 0.863 0.789
C 4.389 1.917 1.672
H -0.804 -0.503 2.168
H 2.451 3.267 -4.522
C 0.208 -2.565 6.263
C -2.537 0.049 3.286
S 1.658 -2.668 1.940
H -1.007 4.255 2.066
H 2.059 -1.560 6.677
H 5.034 2.786 1.719
C -3.052 4.066 1.436
C -1.729 -5.496 1.010
C -3.908 -1.830 1.764
C -2.550 -1.604 1.542
C -3.484 2.441 -0.288
C -1.281 3.793 -5.685
H 4.190 -0.354 -2.913
H 5.322 4.525 -2.896
C 2.538 2.541 -3.712
C -1.179 2.156 -3.428
C -4.576 -1.107 2.741
C 1.888 -2.032 4.601
O 0.615 -3.355 1.186
C -0.132 -3.175 3.947
C -1.390 -7.447 -0.360
H 1.054 5.559 -1.825
H -1.516 -3.609 5.519
H 6.352 1.729 -4.947
C -2.125 2.128 -0.336
O 2.981 -3.212 1.957
H 3.670 0.556 -1.478
C 1.523 5.047 -2.659
H 4.656 3.847 -1.389
C -0.563 -3.156 5.264
H 5.180 2.873 -5.620
C 5.246 3.626 -2.282
H 4.044 -1.250 2.840
Sb -1.636 -2.590 -0.113
H -0.120 2.265 -6.657
C -1.865 3.375 -3.380
C -3.945 3.406 0.601
C -1.359 -5.269 -1.375
H -2.357 3.697 -2.471
C 3.283 1.908 0.865
H 2.543 5.396 -2.805
H 5.392 0.300 -1.789
C -3.061 -0.172 -2.583
H -4.422 0.413 4.249
H -3.103 -2.888 -2.379
C -1.912 4.188 -4.509
C -0.548 1.766 -4.614
H -1.100 -7.099 -2.461
C -0.599 2.581 -5.737
H -4.449 -2.586 1.207
H 3.041 2.760 0.240
H -4.191 1.946 -0.945
C -0.250 -2.566 7.700
C -1.862 -0.667 2.306
H -1.993 0.766 3.890
H -1.727 -7.498 1.763
N 1.665 -1.167 1.332
C -1.236 2.780 0.522
H 0.082 -3.478 8.202
H -5.001 3.648 0.634
H -1.240 -4.651 -2.258
H -4.076 -3.075 -0.922
H -1.932 -5.062 1.982
H -0.727 -3.642 3.177
C -1.627 -6.873 0.884
C -3.366 -2.418 -1.431
Au 0.602 -0.196 -0.372
C 1.436 -2.007 5.909
C -1.699 3.751 1.401
H 0.165 -1.719 8.247
H 4.819 1.132 -5.605
C -1.268 -6.649 -1.490
C 4.426 0.491 -2.261
Sb -1.326 0.798 -1.774
H -4.917 -1.117 -2.130
H -4.109 -0.511 -0.702
H -2.703 -0.786 -3.413
C 1.086 -2.598 3.611
H -3.411 4.830 2.117
H 2.111 1.582 -4.010
H 2.856 -1.619 4.362
H -1.338 -2.531 7.773
C 2.671 -0.238 1.524
C 3.815 -0.324 2.334
Se 1.569 3.172 -2.232
H 5.542 0.713 3.029
H -2.452 5.127 -4.470
H -5.630 -1.288 2.915
Ge 4.509 2.136 -3.290
C -1.600 -4.704 -0.126
H -0.180 2.521 0.516
H 0.933 5.169 -3.568
C 5.287 1.947 -5.053
H -1.288 -8.522 -0.446
C -3.894 -0.158 3.494
H -1.329 4.423 -6.565
C 4.658 0.760 2.405
C -3.937 -1.015 -1.653
H 6.252 3.350 -1.960

Values from the calculation:
LUMO energy (spin up / spin down) (Ha): -0.174 / -0.302
Frontier orbital gap (spin up / spin down) (hartree): 0.2890 / 0.1615
ΔE to the lowest compared entry with this formula, charge and spin (kJ/mol): 90.03
Max |F| (eV Å⁻¹): 0.780
Net charge: +2
Multiplicity: 3
Total energy (eV): -202978.90140
<S²>: 2.01


[2]
# C12H20F3N2O7P2S

3 unconnected molecules or ions with the total composition C12H20F3N2O7P2S (the ωB97M-V functional and the def2-TZVPD basis, the Open Molecules 2025 dataset).

Element x y z (Å)
H 3.672 -3.798 1.166
C 6.260 -3.748 -0.804
H -5.101 1.036 1.199
O 3.883 -0.339 -0.911
H 1.283 -1.128 -2.686
H -1.480 2.369 0.658
F -2.285 0.831 -3.029
H 4.383 0.413 -1.296
P 2.233 -0.026 -1.014
H 0.613 4.632 0.223
H 7.422 -5.497 -0.196
H 4.611 -2.423 -0.708
C 4.601 -4.032 0.668
N 5.069 -3.244 -0.350
H -0.637 3.902 -3.838
O 0.661 5.073 -0.659
H -0.586 0.785 0.734
C -4.588 1.167 3.250
H -4.173 2.163 3.238
C 6.549 -4.873 -0.073
P -0.318 4.141 -1.662
C -5.350 -0.895 3.725
C -1.133 1.486 0.016
H -4.440 0.413 5.297
O 1.386 -0.892 -0.072
C -5.556 -0.657 2.389
C -4.737 0.261 4.271
H 5.408 -5.842 1.591
H -2.743 -0.007 0.254
O 0.050 4.366 -3.301
H 2.528 2.473 -1.293
C 1.818 1.809 -0.682
O 1.767 -0.272 -2.633
C -2.288 0.003 -1.896
F -1.217 -0.900 -1.886
H -3.954 1.739 -1.451
S 0.056 2.027 -1.298
C 5.498 -5.053 0.860
H 1.937 2.075 0.411
F -3.438 -0.802 -2.038
O -3.511 1.759 -0.577
C -2.457 0.782 -0.527
H -5.613 -1.799 4.252
N -5.084 0.598 2.106
H -5.994 -1.270 1.617
O -1.800 4.462 -1.440
H 6.795 -3.264 -1.606

Values from the calculation:
LUMO energy (Ha): -0.171
Frontier orbital gap (hartree): 0.1913
Max |F| (eV Å⁻¹): 6.041
Net charge: +1
Total energy (eV): -67640.99188


[3]
# C22H34N4O6S

A single C22H34N4O6S molecule (the ωB97M-V functional and the def2-TZVPD basis, the Open Molecules 2025 dataset).

Element x y z (Å)
H 0.386 -4.034 -2.092
N -0.465 -1.571 1.623
N -3.264 -0.281 -3.124
H -4.485 2.665 -1.947
C 0.719 2.175 0.060
H -3.091 0.493 -5.035
C 3.841 -1.128 0.603
H -2.455 1.599 -2.864
H -5.282 1.067 -1.819
O -4.280 -2.582 -3.229
C -0.010 -2.967 -0.298
H -2.898 0.762 -1.359
C -4.565 1.671 -2.390
H 2.203 -3.494 1.989
H 4.913 -1.058 0.776
C 3.624 1.961 2.293
C -0.874 -2.098 0.388
C -5.156 0.630 -4.387
C -3.207 0.966 -2.382
H 1.884 2.225 3.555
H -0.637 -0.145 3.091
O 1.153 -3.392 0.267
C -2.353 -2.157 -1.494
H 3.971 3.004 2.389
C 3.704 1.315 -0.084
N 2.902 1.750 1.050
S -3.863 -1.597 -2.273
H 2.444 0.557 3.425
C -1.126 -0.389 2.143
C 3.566 1.763 4.804
H 4.772 1.409 0.142
H 0.555 -4.168 2.089
C -0.985 0.788 1.168
C -3.810 -0.095 -4.456
H 3.939 -0.361 -1.401
O 1.152 -1.489 3.204
H 3.895 2.794 4.921
H -2.785 -1.087 0.274
H -2.184 -0.590 2.323
H -5.878 -0.017 -3.866
H 3.610 -2.144 0.289
C 1.168 -3.349 1.678
C -0.313 -3.386 -1.588
H 2.341 -0.255 -0.663
H -0.101 2.890 -0.023
N 0.291 1.067 0.880
H 1.635 3.278 1.657
H 4.505 1.318 2.289
C 3.409 -0.139 -0.472
C 0.644 -2.041 2.250
C -1.484 -2.969 -2.195
O -4.787 -1.215 -1.242
H 4.444 1.121 4.799
H -1.747 -3.282 -3.192
O -1.941 1.367 0.692
H -3.930 -1.082 -4.901
C 2.774 1.594 3.513
H 1.062 0.616 1.360
C -2.065 -1.719 -0.217
H 0.973 1.816 -0.944
H 3.329 -0.925 1.539
O -5.033 1.862 -3.711
C 1.950 2.797 0.730
H 2.953 1.497 5.661
H 2.375 3.571 0.072
H 3.500 1.956 -0.949
H -5.527 0.866 -5.386

Values from the calculation:
LUMO energy (Ha): 0.022
Frontier orbital gap (hartree): 0.3389
ΔE to the lowest compared entry with this formula, charge and spin (kJ/mol): 40.03
Max |F| (eV Å⁻¹): 0.972
Total energy (eV): -52446.59706
SMILES: CCCN(CCC)CCNC(=O)CN1C(=O)COc2ccc(S(=O)(=O)N3CCOCC3)cc21


[4]
# C3H5IN2O2S

A molecular structure, C3H5IN2O2S (the ωB97M-V functional and the def2-TZVPD basis, the Open Molecules 2025 dataset).

Element x y z (Å)
H 0.983 -0.450 1.122
O -1.853 2.151 0.697
N -0.246 1.418 -1.063
H 1.512 -1.351 -1.287
I -1.220 -0.233 2.756
O 0.522 1.808 1.287
H -0.277 -1.565 -1.267
N -0.997 -0.299 0.771
H 0.738 0.599 -2.453
S -0.626 1.449 0.530
C 0.365 0.416 -1.540
H 0.283 -2.042 0.931
C 0.476 -0.953 -0.988
C 0.340 -0.948 0.503

Values from the calculation:
LUMO energy (spin up / spin down) (Ha): -0.045 / -0.173
Frontier orbital gap (spin up / spin down) (hartree): 0.1460 / 0.1749
ΔE to the lowest compared entry with this formula, charge and spin (kJ/mol): 0.00
Max |F| (eV Å⁻¹): 5.045
Multiplicity: 3
Total energy (eV): -29195.38252
<S²>: 2.01


[5]
# C36H32N3NaO3S

A molecular structure, C36H32N3NaO3S (the ωB97M-V functional and the def2-TZVPD basis, the Open Molecules 2025 dataset).

Element x y z (Å)
C -1.479 -0.091 -5.500
C -2.239 4.404 5.706
O -2.974 1.458 0.084
H 5.767 1.532 0.779
H 6.389 -0.990 -1.532
C -2.534 -1.863 2.370
H -4.774 -0.830 -5.668
H -2.266 5.924 4.203
H -1.265 -3.804 -0.729
H 0.219 -0.617 -2.611
C -2.298 -3.572 4.070
H 3.314 1.559 0.453
C 1.684 -0.547 0.302
H 2.420 2.203 -3.334
C 2.047 1.176 -3.276
H 7.688 0.039 -2.140
H -2.277 -4.964 0.987
C -2.459 3.972 3.331
C -3.774 -0.713 -5.254
C -2.516 4.451 1.978
C -2.329 -4.198 1.748
C -2.304 3.021 5.941
C -2.745 -0.230 -6.056
H -2.705 3.976 -0.080
C -2.317 4.859 4.412
C 5.211 0.603 0.740
H -2.225 -3.842 5.117
H -2.116 -5.593 3.360
C -3.515 -1.038 -3.922
H 5.695 -2.743 0.909
H -1.185 1.974 -3.224
H -2.428 5.521 1.808
N -2.637 0.332 2.789
H 2.668 0.548 -3.921
C -2.250 -3.376 -0.934
H 3.245 -2.709 0.568
N -2.637 -0.540 1.887
H -2.487 1.071 5.087
C -2.254 -0.913 -3.300
C 5.168 -1.800 0.810
H -2.993 -4.176 -1.022
C 5.890 -0.607 0.860
H -2.209 -2.778 -1.849
H 2.158 0.821 -2.237
C 3.088 -0.571 0.496
H 0.858 -0.867 -4.246
C -2.485 -2.867 1.382
H -0.112 1.723 -1.834
O -2.617 -2.456 0.096
C 7.454 -0.950 -1.740
C -1.245 -0.429 -4.161
S 7.646 -0.645 1.086
C 0.469 -0.517 0.082
C 8.301 -1.145 -0.507
H -0.662 0.298 -6.106
C 3.798 -1.782 0.621
H -2.467 -1.456 4.451
H 7.725 -1.696 -2.486
H -2.126 5.098 6.531
C -2.666 3.612 0.940
C -2.442 -2.240 3.705
C -2.444 2.135 4.899
C -2.661 1.657 2.445
C -2.529 2.577 3.556
C -2.238 -4.551 3.090
Na -1.898 -0.268 -0.378
H -2.238 2.647 6.957
C -0.146 2.012 -2.898
C 0.171 -0.255 -3.647
O 9.433 -1.553 -0.555
C -2.779 2.161 1.094
H 0.222 3.038 -2.991
H -4.360 -1.401 -3.331
H -2.928 0.034 -7.093
N 0.668 1.131 -3.730
C 3.839 0.619 0.560

Values from the calculation:
LUMO energy (Ha): 0.142
Frontier orbital gap (hartree): 0.1879
Max |F| (eV Å⁻¹): 1.003
Net charge: -2
Total energy (eV): -63713.53987


[6]
# C2H3N4O

A molecular structure, C2H3N4O (the ωB97M-V functional and the def2-TZVPD basis, the Open Molecules 2025 dataset).

Element x y z (Å)
N 0.172 -0.384 -0.108
C -1.752 0.560 -0.069
H -2.503 1.212 -0.073
O 2.566 0.431 0.243
N -1.892 -0.740 0.182
H 2.221 -1.492 0.531
N 2.055 -0.640 -0.214
C -0.403 0.816 -0.217
N -0.749 -1.333 0.152
H 0.285 1.573 -0.425

Values from the calculation:
LUMO energy (spin up / spin down) (Ha): 0.165 / 0.165
Frontier orbital gap (spin up / spin down) (hartree): 0.2875 / 0.2875
ΔE to the lowest compared entry with this formula, charge and spin (kJ/mol): 336.93
Max |F| (eV Å⁻¹): 3.879
Net charge: -1
Total energy (eV): -10127.10976